Entry 1:
Below is 9 unconnected molecules or ions with the total composition C42H109N7O13 at a distorted geometry, with properties calculated with ωB97M-V/def2-TZVPD.

Positions of all 171 atoms, in Å:
C1 11.95510 11.78273 17.96472
O1 12.58095 12.57680 16.93008
C2 13.76450 11.91876 16.47097
C3 15.14887 12.36280 17.08647
C4 15.33669 13.85006 16.75332
N1 16.26589 11.60019 16.47604
H1 10.86044 12.06279 17.99683
H2 12.38174 12.08323 19.00130
H3 11.94925 10.67864 17.73645
H4 13.64766 10.86037 16.56431
H5 13.76301 12.13589 15.44869
H6 15.26508 12.23855 18.20322
H7 16.18909 14.43574 17.14381
H8 14.39790 14.33056 17.02461
H9 15.48683 13.85291 15.66891
H10 17.12363 11.83070 16.93266
H11 16.12071 10.62298 16.53125
C5 20.25411 18.51451 12.72866
O2 20.66374 17.11044 12.55374
C6 22.03255 16.96609 12.17208
C7 22.30068 17.39398 10.70930
C8 22.01543 16.25847 9.75384
N2 23.71690 17.75295 10.61141
H12 19.21596 18.57584 13.12427
H13 20.42141 19.09555 11.89408
H14 20.90189 18.85896 13.47291
H15 22.57774 17.66420 12.90380
H16 22.38487 15.95826 12.37482
H17 21.55477 18.19645 10.48688
H18 22.67334 15.40950 9.97540
H19 22.26436 16.51714 8.72072
H20 21.01813 15.85587 9.90408
H21 23.97651 18.62778 11.08152
H22 23.83785 17.99496 9.60863
C9 22.77477 14.82118 15.27962
O3 22.68122 13.69492 14.48147
C10 23.91828 13.10381 14.16842
C11 23.80004 12.36755 12.84406
C12 24.76646 11.19584 12.91537
N3 24.15112 13.15312 11.62895
H23 23.11121 15.70284 14.63404
H24 23.34055 14.69582 16.18864
H25 21.78472 14.95210 15.68770
H26 24.72971 13.83481 14.07294
H27 24.25611 12.36948 15.03446
H28 22.73702 12.05402 12.71604
H29 25.83254 11.48222 12.92973
H30 24.63726 10.50952 12.12968
H31 24.45135 10.63648 13.79640
H32 23.38670 13.77738 11.40951
H33 24.42688 12.53151 10.88926
C13 21.06974 9.83484 10.42901
O4 21.19839 10.92722 11.21845
C14 19.94175 11.41996 11.62627
C15 19.36996 10.79042 12.83826
N4 20.26823 11.03862 13.91684
C16 20.06236 10.19166 15.07300
C17 21.19119 10.42001 16.04365
O5 22.29652 9.77197 15.47647
C18 23.51028 9.75797 16.21343
H34 20.58452 9.04466 10.99373
H35 22.06222 9.45353 10.17372
H36 20.56205 10.03242 9.52340
H37 19.17451 11.35026 10.81200
H38 20.16113 12.39190 11.82757
H39 19.28794 9.69736 12.62459
H40 18.33706 11.13442 12.97097
H41 21.23202 10.83792 13.63050
H42 20.03804 9.09776 14.93880
H43 19.09552 10.47669 15.63658
H44 20.85926 9.95656 16.96664
H45 21.40414 11.47948 16.24055
H46 23.90523 10.80445 16.38985
H47 24.18442 9.15330 15.64758
H48 23.59018 9.22330 17.22553
C19 15.01039 11.77628 10.02631
O6 14.50303 12.24640 11.25199
C20 15.34679 13.24538 11.83348
C21 14.54593 13.79136 13.00750
N5 13.21542 14.32808 12.68793
C22 12.44600 14.63448 13.91530
C23 11.06030 15.21260 13.49230
O7 10.47320 15.97264 14.50783
C24 10.35545 15.32680 15.77741
H49 14.23835 11.37789 9.38298
H50 15.67184 10.91280 10.07658
H51 15.43248 12.52668 9.41248
H52 15.43197 14.12598 11.09879
H53 16.28809 12.92557 12.25698
H54 15.07585 14.62084 13.40192
H55 14.50703 13.02139 13.75798
H56 12.70359 13.59797 12.23249
H57 12.99942 15.31005 14.56455
H58 12.24544 13.78920 14.54060
H59 10.42748 14.43727 13.09939
H60 11.29441 15.94330 12.73605
H61 10.03592 16.05706 16.54084
H62 11.33646 14.84965 16.05724
H63 9.62588 14.54253 15.81780
C25 26.84270 17.42330 13.43610
O8 27.11481 18.11765 14.64929
C26 25.98438 18.92275 14.89291
C27 24.71260 18.14716 15.41349
N6 23.62887 19.03083 15.79142
C28 22.48246 18.34050 16.24223
C29 22.76243 17.37411 17.33996
O9 22.79692 18.01299 18.57910
C30 22.93606 17.09316 19.61265
H64 26.82834 18.16410 12.53296
H65 25.93317 16.87230 13.35224
H66 27.69409 16.74656 13.28058
H67 25.60356 19.47961 13.98817
H68 26.28586 19.72262 15.60664
H69 25.06835 17.47925 16.21481
H70 24.39736 17.44754 14.65261
H71 23.78445 19.93915 16.10418
H72 21.97174 17.82541 15.36780
H73 21.69910 19.07999 16.51376
H74 23.71569 16.84571 17.11919
H75 21.88187 16.73266 17.43465
H76 23.68095 16.33478 19.39927
H77 22.02977 16.53971 19.83772
H78 23.30080 17.56789 20.52479
C31 19.45355 18.79902 18.79300
O10 18.17452 19.02296 18.16717
C32 17.50036 17.72633 17.94112
C33 16.09558 17.87741 17.36583
N7 16.10541 18.05602 15.92739
C34 14.85595 17.58733 15.36126
C35 14.99346 17.62071 13.86145
O11 15.97726 16.71016 13.44424
C36 16.17164 16.89264 12.06423
H79 20.26093 18.38170 18.20250
H80 19.30764 18.24774 19.73833
H81 19.82838 19.80735 19.09755
H82 17.43718 17.19770 18.89174
H83 18.17902 17.08920 17.37393
H84 15.60021 18.78264 17.76766
H85 15.54065 16.94874 17.75047
H86 16.83812 17.46356 15.57854
H87 14.05756 18.38761 15.64298
H88 14.47049 16.60624 15.64958
H89 15.34370 18.57920 13.59452
H90 14.06337 17.40858 13.29858
H91 15.24034 17.08970 11.54782
H92 16.73249 16.10297 11.56466
H93 16.73916 17.82265 11.91003
C37 19.90123 14.17368 19.23844
C38 19.64098 12.68367 19.03906
C39 18.80341 12.13072 20.14548
O12 18.90216 12.54719 17.84953
H94 20.47446 14.45878 20.09507
H95 18.87230 14.62214 19.33496
H96 20.40086 14.63028 18.28202
H97 20.64312 12.20741 18.88645
H98 17.82754 12.57103 20.05123
H99 19.27911 12.22820 21.15975
H100 18.58949 11.01440 20.06776
H101 19.24104 13.12865 17.09423
C40 18.49859 14.36800 13.43974
C41 19.48558 14.65317 14.55689
C42 18.80131 15.63405 15.50582
O13 19.87724 13.54334 15.34208
H102 17.68570 13.77788 13.88982
H103 18.85306 13.79356 12.60187
H104 18.11994 15.34400 13.16176
H105 20.30472 15.06618 14.06276
H106 17.70935 15.46939 15.57888
H107 18.83740 16.62332 15.08578
H108 19.23569 15.73682 16.49769
H109 19.95972 12.75791 14.72416

As for the net charge: 0. For the molar mass, the calculation gives 920.37 g mol⁻¹. As for the frontier orbital gap: 9.1424 eV. The value obtained for the HOMO energy is -8.546 eV. The value obtained for the energy above the lowest of the compared OMol25 structures with the same formula, charge and spin is 83.6 kcal/mol.

---

Entry 2:
Below is 2 unconnected molecules or ions with the total composition CHClO3S at a distorted geometry, with properties calculated with ωB97M-V/def2-TZVPD.

Positions of all 7 atoms, in Å:
O1 -0.27267 -0.10271 -2.65239
C1 -0.54807 -1.12628 -2.22211
O2 -0.82150 -2.14969 -1.79269
O3 -0.54978 0.81499 1.36189
S1 1.02405 0.75627 0.92446
Cl1 1.95612 0.14263 2.62264
H1 -0.78815 1.66479 1.75819

As for the net charge: 0. For the molar mass, the calculation gives 128.54 g mol⁻¹. As for the frontier orbital gap: 9.5020 eV. The value obtained for the HOMO energy is -9.282 eV. The value obtained for the energy above the lowest of the compared OMol25 structures with the same formula, charge and spin is 0.0 kcal/mol.

---

Entry 3:
Below is 3 unconnected molecules or ions with the total composition C3H8N2O2 at a distorted geometry, with properties calculated with ωB97M-V/def2-TZVPD.

Positions of all 15 atoms, in Å:
C1 -0.41022 -0.38650 -1.15359
C2 -0.91086 -1.38168 -0.29958
N1 -1.83628 -0.81298 0.44754
C3 -2.02976 0.48078 0.07441
N2 -1.18881 0.75455 -0.91269
H1 0.43963 -0.37840 -1.80871
H2 -0.59302 -2.40017 0.04062
H3 -2.26687 -1.25738 1.38246
H4 -2.60431 1.03364 0.78326
O1 1.56489 1.88349 -0.09021
H5 0.60152 1.86973 -0.32654
H6 1.56484 2.40765 0.71662
O2 2.42348 -0.87485 0.65905
H7 3.16079 -0.96137 0.04755
H8 2.08498 0.02351 0.43983

As for the net charge: 0. For the molar mass, the calculation gives 104.11 g mol⁻¹. As for the frontier orbital gap: 9.5041 eV. The value obtained for the HOMO energy is -8.887 eV. The value obtained for the energy above the lowest of the compared OMol25 structures with the same formula, charge and spin is 36.7 kcal/mol.

---

Entry 4:
Below is a single C6H12O molecule, with properties calculated with ωB97M-V/def2-TZVPD.

Positions of all 19 atoms, in Å:
C1 -0.78059 2.13879 -1.00657
O1 -1.17005 1.50619 0.18568
C2 -0.13266 0.82542 0.85094
C3 0.14582 -0.57180 0.29326
C4 -1.05136 -1.24207 -0.34931
C5 1.51868 -0.91031 -0.22811
C6 1.07577 -1.41890 1.11533
H1 -0.33687 1.44097 -1.73345
H2 -0.05646 2.94868 -0.81251
H3 -1.68923 2.56932 -1.43824
H4 0.79178 1.42984 0.84876
H5 -0.47068 0.73956 1.89001
H6 -1.33542 -0.74535 -1.28387
H7 -1.92304 -1.21330 0.31313
H8 -0.82880 -2.29022 -0.57832
H9 2.27581 -0.12904 -0.24591
H10 1.60057 -1.62914 -1.04036
H11 1.52410 -0.97259 2.00122
H12 0.84263 -2.47607 1.21833

As for the net charge: 0. For the molar mass, the calculation gives 100.16 g mol⁻¹. As for the frontier orbital gap: 10.7366 eV. The value obtained for the HOMO energy is -9.707 eV. The value obtained for the energy above the lowest of the compared OMol25 structures with the same formula, charge and spin is 36.6 kcal/mol.